1.
A structure of composition C16H30BCl2F2O2RuSbSi3. Source: the OMol25 dataset; level of theory: the ωB97M-V functional and the def2-TZVPD basis.

CARTESIAN COORDINATES (ANGSTROEM)
1 C -2.925 -1.184 -0.198
2 H 2.478 3.627 0.613
3 Ru 2.056 0.655 -0.618
4 Si 2.057 -0.608 -2.470
5 Si 3.687 2.248 -1.039
6 C -3.462 -0.996 1.093
7 Sb 3.603 -0.957 0.146
8 H 6.135 -1.403 -2.485
9 F 0.293 -1.712 0.727
10 H 1.282 2.143 -2.711
11 Cl -3.175 -1.733 -2.826
12 C -5.674 -1.453 0.305
13 C -4.846 -1.133 1.343
14 H 4.877 -4.886 -1.985
15 H 1.320 -2.922 -2.355
16 H 0.606 -2.125 -3.755
17 H -2.917 -0.485 3.132
18 Cl -7.366 -1.635 0.547
19 H 5.018 2.330 -3.111
20 H 7.066 -1.206 -0.985
21 C -5.147 -1.638 -0.986
22 C 5.175 2.361 0.065
23 F -0.040 0.503 0.261
24 H -5.238 -0.985 2.341
25 H 6.359 -2.846 1.547
26 H -0.060 1.105 -2.104
27 H 7.294 -2.632 -1.987
28 H 5.944 1.655 -0.266
29 C 4.121 2.835 -2.746
30 C 6.544 -1.925 -1.619
31 H 5.037 -4.030 1.508
32 H -0.057 -1.847 -2.128
33 H 3.960 -1.509 -3.688
34 H 4.028 0.258 -3.728
35 H 4.933 2.147 1.107
36 H 4.371 3.898 -2.678
37 H 3.334 2.726 -3.490
38 C 3.360 -0.599 -3.783
39 H 0.902 0.659 -3.476
40 H 1.773 3.839 -1.019
41 H -5.816 -1.890 -1.799
42 C 0.966 1.134 -2.469
43 C 4.236 -4.049 -1.690
44 C 5.850 -3.589 0.930
45 C 0.859 -1.992 -2.701
46 H 2.906 -0.634 -4.776
47 C -2.568 -0.656 2.116
48 H 1.236 2.577 0.042
49 O -1.318 -0.521 1.940
50 H 3.405 -4.466 -1.119
51 C -3.801 -1.507 -1.240
52 H 5.621 3.357 0.015
53 C 2.148 3.116 -0.292
54 O -1.630 -1.061 -0.427
55 B -0.672 -0.748 0.607
56 H 6.569 -4.385 0.717
57 Si 5.263 -2.883 -0.676
58 H 3.850 -3.600 -2.605

## Properties
Gap between HOMO and LUMO ... 0.2253 Ha
Energy relative to the best compared isomer or geometry (same formula, charge and spin) ... 0.000 eV
Total charge ... +2

2.
A structure of composition C16H30BF2MnN2O12. Source: the OMol25 dataset; level of theory: the ωB97M-V functional and the def2-TZVPD basis.

CARTESIAN COORDINATES (ANGSTROEM)
1 H 0.384 2.374 -0.077
2 H 1.716 -4.923 0.840
3 H -0.128 -0.040 1.469
4 C -3.524 6.022 -2.453
5 C -0.070 3.433 -3.318
6 O -1.136 2.239 3.021
7 C -1.664 1.102 0.883
8 H 3.361 -4.394 0.469
9 C -0.401 -3.121 1.056
10 H 2.469 1.829 -0.503
11 H -1.263 4.120 2.067
12 C 2.704 -0.251 -2.027
13 O 1.660 0.017 -1.126
14 O -2.557 5.222 -2.029
15 C -2.023 1.342 2.352
16 H 1.465 -1.797 4.391
17 H -2.508 0.478 0.567
18 C -3.772 5.667 -3.957
19 N 0.331 -2.831 -0.215
20 C 0.474 -1.362 4.231
21 H 2.833 -7.001 -1.912
22 H -0.240 -1.904 4.852
23 O 0.196 -1.486 2.837
24 C -1.472 3.603 3.010
25 H 2.238 -2.290 0.605
26 H -3.047 1.728 2.381
27 O -0.777 4.502 -3.489
28 H 2.432 0.476 0.715
29 C 1.792 -2.951 -0.143
30 H 1.915 -6.875 -0.414
31 H -0.171 -3.479 3.150
32 B -2.167 4.268 -3.074
33 Mn -0.361 -0.841 -1.135
34 O -4.099 6.874 -1.847
35 C 2.693 -6.396 -1.018
36 H 2.209 -2.558 -1.067
37 C 1.911 0.974 -0.118
38 H 1.323 -3.108 2.363
39 C 0.619 1.486 0.514
40 F -2.311 -1.427 -0.889
41 H -1.741 2.042 0.344
42 O -2.264 2.853 -2.712
43 O 2.412 -5.028 -1.120
44 O -0.702 1.324 -2.186
45 H 0.805 1.895 1.511
46 H -1.970 0.442 2.967
47 C -1.030 2.356 -2.683
48 H 2.996 0.620 -2.618
49 O -4.499 6.307 -4.663
50 N -0.382 0.390 0.582
51 H 0.506 -0.301 4.461
52 C 2.317 -4.343 0.127
53 F -0.099 -1.502 -3.091
54 H 0.042 -3.617 -0.790
55 H -0.598 -4.198 1.081
56 H 3.583 -0.676 -1.531
57 H -1.395 -2.664 1.069
58 C 0.262 -2.818 2.389
59 O -3.012 4.648 -4.237
60 H 2.380 -0.986 -2.764
61 O 1.063 3.220 -3.655
62 H -0.847 4.101 3.754
63 H -2.519 3.722 3.304
64 H 3.658 -6.511 -0.500

## Properties
⟨S²⟩ ... 8.75
Gap between HOMO and LUMO (spin up / spin down) ... 0.2461 / 0.3184 Ha
Total charge ... -1
Multiplicity ... 6

3.
A cluster of 2 separate species, C16H30BN2O4 in total. Source: the OMol25 dataset; level of theory: the ωB97M-V functional and the def2-TZVPD basis.

CARTESIAN COORDINATES (ANGSTROEM)
1 C -4.432 3.313 -1.504
2 C -1.889 2.547 0.046
3 C -0.621 1.769 0.730
4 H -2.134 -4.164 2.789
5 H 1.742 1.677 -2.798
6 H -3.631 1.956 -3.079
7 H -0.772 2.297 -3.198
8 H -0.206 1.038 -0.062
9 C -0.222 -3.942 3.027
10 H -5.195 3.838 -2.199
11 H -2.022 0.203 1.449
12 H 0.255 -6.205 3.319
13 H 1.643 0.010 -4.632
14 H -2.732 3.581 -3.067
15 H 0.172 2.525 1.060
16 C 2.200 -3.323 4.763
17 H -1.900 -1.396 3.058
18 O 3.601 0.388 -4.227
19 O -1.351 -4.227 2.187
20 C -3.200 2.782 -2.387
21 C 4.810 -0.777 -2.437
22 H -0.099 0.383 3.619
23 C -0.830 -1.344 2.653
24 H 0.825 0.242 -2.301
25 H 1.604 -1.020 4.475
26 H -1.806 1.551 2.691
27 H -5.853 1.978 -1.596
28 H 5.663 -1.457 -2.473
29 H -0.872 -1.649 1.537
30 H 2.482 0.501 -1.729
31 B -1.967 2.087 -1.533
32 O 5.816 0.393 -4.229
33 C 4.786 0.021 -3.711
34 H 3.930 -1.398 -2.288
35 H 4.926 -0.096 -1.592
36 C 0.145 -2.438 3.338
37 H 2.455 -5.693 4.817
38 C 1.813 0.609 -2.586
39 N -0.639 2.533 -2.195
40 O -5.108 2.111 -0.965
41 C 1.360 -2.104 4.233
42 C 0.586 -5.143 3.568
43 C -1.242 0.901 1.937
44 H -4.147 4.056 -0.688
45 H 3.136 -3.142 5.408
46 H -0.624 3.566 -2.111
47 C 1.840 -4.810 4.447
48 H 2.391 -1.218 -3.634
49 C 2.332 -0.138 -3.797
50 H -2.073 0.891 -1.539
51 N -0.244 0.039 2.661
52 H -1.823 3.689 0.206
53 H -2.877 2.207 0.538

## Properties
Gap between HOMO and LUMO ... 0.2389 Ha
Energy relative to the best compared isomer or geometry (same formula, charge and spin) ... 5.080 eV
Total charge ... -1

4.
A cluster of 3 separate species, C16H30BO5S2 in total. Source: the OMol25 dataset; level of theory: the ωB97M-V functional and the def2-TZVPD basis.

CARTESIAN COORDINATES (ANGSTROEM)
1 S 3.950 -5.284 0.128
2 C -0.726 -0.714 -0.229
3 C 3.233 1.993 -0.882
4 C 0.066 -2.021 0.114
5 O 3.634 -4.001 0.804
6 H -0.053 0.196 -0.199
7 C 4.254 0.307 0.724
8 O -4.744 4.218 -0.613
9 O -3.296 -0.499 0.382
10 H 0.896 -0.995 -2.392
11 H 1.550 -2.632 1.619
12 H 5.171 -4.333 -1.684
13 H 3.137 3.015 -1.323
14 H -0.716 -2.830 0.238
15 H -3.448 6.316 0.820
16 C 2.510 -0.479 -0.943
17 H 4.366 -5.845 -2.166
18 C 1.603 -1.518 -1.684
19 S -5.266 4.751 0.671
20 H -1.878 -0.991 1.946
21 C -6.210 6.242 0.289
22 H -3.169 4.852 1.794
23 O 0.995 -2.508 -0.881
24 C 0.705 -1.881 1.572
25 C -3.511 0.791 -0.229
26 H -3.306 2.575 1.021
27 H 3.532 -1.805 0.514
28 C -2.569 1.885 0.510
29 H -0.048 -2.260 2.317
30 H -4.615 0.977 -0.247
31 C -3.907 5.597 1.500
32 H 2.566 -7.039 -0.740
33 H -3.074 0.667 -1.260
34 H 1.681 -5.485 -0.635
35 O -1.770 1.019 1.318
36 C 2.391 -6.147 -0.135
37 B -1.921 -0.408 0.894
38 H 1.992 -6.440 0.835
39 H 1.726 1.158 -2.258
40 H 3.421 -4.333 -2.014
41 H -1.828 2.370 -0.183
42 H -7.098 5.951 -0.271
43 H -1.172 -0.719 -1.270
44 H -4.283 6.106 2.389
45 C 4.146 1.665 0.212
46 H 1.046 -0.842 1.796
47 H -6.510 6.730 1.218
48 C 3.443 -0.768 0.127
49 C 4.252 -4.913 -1.611
50 H 4.959 0.077 1.556
51 H 4.762 2.479 0.650
52 C 2.427 0.914 -1.424
53 H 2.308 -2.079 -2.374
54 H -5.605 6.920 -0.314

## Properties
Gap between HOMO and LUMO ... 0.2200 Ha
Total charge ... -1

5.
A cluster of 2 separate species, C16H30ClIN3O8 in total. Source: the OMol25 dataset; level of theory: the ωB97M-V functional and the def2-TZVPD basis.

CARTESIAN COORDINATES (ANGSTROEM)
1 O -5.547 1.731 -0.386
2 C 0.647 -0.343 -0.982
3 C 3.721 0.781 0.268
4 H 4.334 0.520 -0.662
5 C -2.884 1.038 -1.860
6 H -3.174 -0.312 0.882
7 H 2.038 3.864 1.349
8 C -0.635 -3.516 -1.582
9 H 0.478 -5.130 2.093
10 I 0.885 3.359 4.050
11 H 0.531 0.695 -0.473
12 C 2.339 2.218 2.824
13 C -0.540 1.090 -2.959
14 H 3.387 2.493 3.207
15 H 3.157 2.790 -0.743
16 H -3.119 2.135 -2.102
17 O -6.554 4.435 1.636
18 C 1.549 -5.357 1.761
19 C -2.048 0.480 -3.149
20 O -4.327 4.975 1.046
21 H -2.056 -0.667 -3.167
22 N 0.497 -3.989 -1.079
23 H 0.056 -1.077 -3.070
24 O -4.758 3.245 2.599
25 H 1.459 -2.130 1.517
26 C 2.438 -4.007 1.516
27 C 0.469 -0.114 -2.565
28 H -0.213 1.548 -3.976
29 H -2.481 0.841 -4.146
30 H 3.389 -2.705 -0.470
31 H 2.060 1.116 3.010
32 N 1.601 -3.238 -1.517
33 H 1.488 -5.994 0.803
34 H 4.442 0.638 1.170
35 O -1.737 -2.901 -1.607
36 C 2.118 2.705 1.304
37 Cl -5.195 4.539 2.122
38 H 2.863 -3.682 2.547
39 H 4.285 2.900 0.730
40 H -2.180 0.930 -0.939
41 H -4.818 -0.035 1.758
42 C -4.033 0.425 1.064
43 H -0.152 -1.012 -0.500
44 H -0.515 1.886 -2.137
45 O 2.584 -0.079 0.524
46 O -4.088 0.267 -1.592
47 H 1.398 -2.670 -2.352
48 H 1.462 0.108 -3.122
49 H -3.600 1.357 1.600
50 C 2.174 -0.839 -0.636
51 H 3.353 -4.359 0.909
52 H 1.098 2.316 0.931
53 H 2.775 -0.632 -1.592
54 C 3.337 2.373 0.310
55 O -5.140 5.498 3.207
56 N 1.665 -2.904 0.873
57 H 2.091 -6.019 2.549
58 C -4.629 0.866 -0.377
59 C 2.253 -2.453 -0.415

## Properties
Gap between HOMO and LUMO ... 0.2677 Ha
Energy relative to the best compared isomer or geometry (same formula, charge and spin) ... 3.212 eV
Total charge ... -1

6.
A structure of composition C16H30N6ORhS. Source: the OMol25 dataset; level of theory: the ωB97M-V functional and the def2-TZVPD basis.

CARTESIAN COORDINATES (ANGSTROEM)
1 C 0.944 -3.099 0.255
2 N -0.718 0.656 1.825
3 H -0.359 4.717 -0.877
4 H -0.104 3.829 0.604
5 H 1.057 -1.994 -2.798
6 H -0.115 2.396 2.791
7 S 2.238 -7.022 -2.608
8 H 0.445 -8.198 -0.818
9 C 2.274 0.547 1.076
10 H 0.387 0.939 3.601
11 H -2.815 2.711 -1.861
12 H 3.281 1.748 -1.101
13 H 2.105 -0.453 1.483
14 C 1.439 2.852 -1.189
15 C -2.973 2.689 -0.780
16 H 1.750 3.417 -0.312
17 C 1.054 -2.717 -1.990
18 N -0.024 2.648 -1.097
19 H -4.038 1.397 1.296
20 C 2.215 1.540 -1.248
21 N 1.729 0.538 -0.291
22 H 1.223 -4.426 -3.289
23 C 1.099 -4.965 -1.218
24 H -0.314 -6.793 -0.155
25 H 1.924 -0.392 -0.657
26 N 0.971 -2.228 -0.750
27 N 0.440 -7.200 -0.682
28 C 0.295 1.402 2.615
29 C 1.695 1.603 2.007
30 C 0.998 -4.473 0.075
31 C -2.142 3.768 -0.104
32 H -3.305 -0.164 0.927
33 H -2.475 0.695 3.038
34 C -2.091 1.145 2.118
35 H -2.984 0.653 -0.996
36 C 1.131 -4.068 -2.275
37 H -0.668 -0.318 2.107
38 H 1.730 2.570 1.504
39 H 1.709 3.466 -2.052
40 H -4.032 2.926 -0.618
41 H -2.323 3.715 0.970
42 H 2.388 1.696 2.845
43 Rh -0.494 0.210 -0.477
44 H 1.002 -5.131 0.933
45 H -2.551 4.732 -0.412
46 H 0.869 -2.686 1.255
47 O -1.748 -1.130 -0.564
48 N -2.664 1.339 -0.325
49 H 3.359 0.691 1.034
50 H -0.401 2.666 -2.040
51 C 1.211 -6.444 -1.483
52 C -0.620 3.789 -0.357
53 H 2.110 1.100 -2.242
54 C -3.104 0.904 1.001
55 H -2.009 2.213 2.310

## Properties
⟨S²⟩ ... 6.02
Gap between HOMO and LUMO (spin up / spin down) ... 0.3010 / 0.2538 Ha
Energy relative to the best compared isomer or geometry (same formula, charge and spin) ... 0.030 eV
Total charge ... +1
Multiplicity ... 5

7.
An isolated molecule of C16H30Si2. Source: the OMol25 dataset; level of theory: the ωB97M-V functional and the def2-TZVPD basis.

CARTESIAN COORDINATES (ANGSTROEM)
1 H 2.178 1.288 -2.040
2 C 2.685 4.550 -2.107
3 C -3.285 -4.508 1.649
4 H 0.739 2.340 -2.039
5 C -0.664 1.007 -0.358
6 C -1.427 2.106 -1.031
7 H -4.141 -4.035 2.100
8 C 4.025 2.794 0.162
9 H -2.206 -1.566 2.325
10 C 0.758 -1.115 0.867
11 H 4.722 2.382 -0.543
12 H 1.764 5.105 0.933
13 H -2.980 -2.159 -1.511
14 H -3.521 -5.307 0.938
15 H -4.431 -2.970 -0.938
16 H -0.858 -2.651 2.454
17 H 2.486 -0.174 -0.007
18 H 0.977 3.526 1.324
19 C 1.583 -2.268 1.400
20 C 1.278 4.226 0.518
21 H -2.691 -4.930 2.489
22 H 1.042 -3.179 1.705
23 H -2.414 2.227 -0.592
24 H 3.749 4.484 -2.394
25 H 2.312 -2.609 0.619
26 H -2.357 0.058 0.487
27 C 1.447 1.827 -1.407
28 H -0.857 -5.043 0.062
29 H -0.992 3.079 -0.907
30 H 3.830 2.110 0.995
31 C 0.709 0.889 -0.508
32 C -1.318 -4.252 -0.542
33 Si 2.395 3.297 -0.698
34 C 1.391 -0.155 0.098
35 H 2.109 -1.904 2.264
36 H -1.554 1.964 -2.098
37 H 2.499 5.550 -1.719
38 H -1.801 -4.675 -1.407
39 H -3.966 -1.414 -0.172
40 H 2.029 4.297 -2.921
41 C -1.311 -0.041 0.322
42 C -3.597 -2.354 -0.619
43 H 4.355 3.767 0.531
44 C -1.460 -2.075 1.719
45 H -0.505 -3.694 -0.999
46 C -0.638 -1.082 0.985
47 Si -2.443 -3.206 0.590
48 H 0.355 4.494 0.021

## Properties
Gap between HOMO and LUMO ... 0.3243 Ha
Energy relative to the best compared isomer or geometry (same formula, charge and spin) ... 0.236 eV
Total charge ... 0
SMILES ... Cc1cc(C[Si](C)(C)C)c(C)cc1C[Si](C)(C)C

8.
A structure of composition C16H31BeCl3CsF6IN2NaO15P2S2. Source: the OMol25 dataset; level of theory: the ωB97M-V functional and the def2-TZVPD basis.

CARTESIAN COORDINATES (ANGSTROEM)
1 C -6.195 3.911 -0.696
2 F -3.222 -1.553 -1.097
3 H 0.090 6.203 -1.747
4 Cl 5.905 -3.622 9.352
5 H 1.231 1.642 -2.615
6 H 1.060 2.682 0.929
7 C -0.146 -2.787 1.802
8 H -2.486 4.446 -3.818
9 H 0.100 0.965 -1.444
10 O -6.915 2.623 -2.829
11 C -3.632 -0.286 -0.871
12 C -0.130 -3.900 -0.412
13 S -5.313 0.028 -1.529
14 H -1.392 3.205 -4.500
15 H 7.756 -5.060 9.515
16 O -1.865 3.483 -1.365
17 H -0.105 3.994 0.753
18 H -0.566 -2.866 2.807
19 O -7.384 0.083 -5.305
20 C 0.941 4.332 -3.662
21 H -0.499 6.646 -3.343
22 C -0.628 5.934 -2.520
23 O -6.149 -0.891 -0.826
24 O 0.691 -4.640 0.529
25 C 2.113 4.379 -2.681
26 C 0.512 3.080 -1.122
27 H -1.264 4.898 -4.997
28 H 5.098 -3.778 5.459
29 H 1.496 4.955 -0.720
30 P 7.419 -5.661 -0.485
31 C -0.447 4.494 -3.020
32 H 1.773 1.289 -0.972
33 H -0.742 -4.522 -1.059
34 O 7.664 -4.037 -0.278
35 C 7.628 -3.986 9.563
36 C 1.713 4.026 -1.253
37 H 5.213 -4.300 6.992
38 F -5.931 3.798 0.607
39 F -7.111 4.870 -0.823
40 H 2.579 3.598 -0.739
41 H 0.482 -3.127 -0.883
42 N -0.611 3.452 -1.998
43 C 0.929 1.665 -1.566
44 O 2.290 -3.386 1.781
45 N -5.395 1.526 -1.082
46 Cl 8.187 -3.429 11.125
47 H -0.620 2.313 0.575
48 I -2.153 -5.865 2.407
49 O 6.887 -5.754 -1.965
50 F -2.718 0.518 -1.419
51 Cl 8.567 -3.255 8.252
52 P -2.591 -4.125 0.733
53 C -1.456 4.249 -4.142
54 O 0.217 -6.105 6.503
55 H -1.628 6.089 -2.114
56 O 8.868 -6.254 -0.516
57 C 0.184 3.017 0.365
58 O 6.529 -6.304 0.526
59 H 2.897 3.702 -3.029
60 H 2.560 5.376 -2.686
61 H 0.972 3.373 -4.189
62 Cs 2.444 -5.270 2.243
63 H 1.092 5.090 -4.436
64 O -3.780 -3.186 1.391
65 F -3.560 -0.091 0.449
66 H -0.597 -6.582 6.704
67 F -5.078 4.322 -1.291
68 C 1.099 -3.598 1.430
69 O -7.904 1.946 -0.729
70 C -1.036 -3.087 0.555
71 H -3.889 -2.475 0.745
72 Na -2.982 2.719 -3.362
73 H 0.210 -1.749 1.732
74 O 5.625 -4.303 6.096
75 S -6.730 2.324 -1.442
76 H -7.998 -0.646 -5.418
77 H 6.556 -3.997 6.130
78 H -6.785 -0.217 -4.608
79 H -1.351 -2.107 0.197
80 O -5.186 -0.208 -2.943
81 Be 8.593 -4.230 -1.699

## Properties
Gap between HOMO and LUMO ... 0.0841 Ha
Total charge ... -1

For reference, DFT total energy by record: -85073.854; -82067.917; -28920.718; -49661.270; -58539.073; -41901.845; -32836.050; -158363.148 eV.